## a
4 unconnected molecules or ions with the total composition C3H14NO4, computed with ωB97M-V with the def2-TZVPD basis set.

```
! RIJCOSX wB97M-V def2-TZVPD def2/J DEFGRID3
* xyz -1 1
C -0.803 0.690 -0.800
O -0.865 0.380 0.561
C -0.372 -0.532 -1.651
C -0.280 -0.130 -3.133
N 0.895 -1.115 -1.211
H -0.152 1.496 -1.154
H -1.826 0.981 -1.004
H -1.183 -1.298 -1.544
H 0.435 0.623 -3.340
H -0.116 -1.019 -3.753
H -1.241 0.228 -3.488
H 1.550 -0.333 -1.068
H 0.931 -1.541 -0.281
H -0.311 -1.982 2.361
H -0.392 -0.780 1.112
O 0.194 -1.560 1.647
H 0.441 -0.212 2.885
H -0.867 0.571 2.738
O -0.263 0.227 3.409
H 0.677 1.360 0.943
H 1.399 1.447 -0.374
O 1.296 1.936 0.441
*
```

Properties
**Lowest unoccupied orbital energy**: 3.9 eV
**Highest occupied orbital energy**: -4.6 eV
**Frontier orbital gap**: 0.313 hartree

Electronic structure analysis, Löwdin charges in units of e: number 1, C, carries -0.3538; number 2, O, carries -0.3105; number 3, C, carries -0.4413; number 4, C, carries -0.0921; number 5, N, carries 0.0339; number 6, H, carries 0.0872; number 7, H, carries 0.0985; number 8, H, carries 0.1409; number 9, H, carries 0.0498; number 10, H, carries 0.0649; number 11, H, carries 0.0614; number 12, H, carries 0.0591; number 13, H, carries 0.0385; number 14, H, carries 0.0171; number 15, H, carries 0.0006; number 16, O, carries -0.2335; number 17, H, carries 0.0070; number 18, H, carries 0.0060; number 19, O, carries -0.1214; number 20, H, carries 0.0130; number 21, H, carries -0.0207; number 22, O, carries -0.1047

## b
4 unconnected molecules or ions with the total composition C3H14NO4, computed with ωB97M-V with the def2-TZVPD basis set.

```
! RIJCOSX wB97M-V def2-TZVPD def2/J DEFGRID3
* xyz -1 1
C -1.319 1.101 2.711
N -0.334 1.411 1.669
C -0.955 1.908 0.440
C -0.734 0.953 -0.754
O -0.850 -0.396 -0.312
H -2.010 1.942 2.823
H -0.778 0.905 3.621
H -1.885 0.205 2.464
H 0.071 0.515 1.430
H -0.491 2.874 0.204
H -2.030 2.011 0.561
H 0.242 1.078 -1.220
H -1.597 1.129 -1.408
H 0.031 -0.843 -0.432
H 2.231 -1.343 0.125
O 1.636 -1.241 -0.628
H 0.170 -3.782 -0.715
H 1.339 -2.622 -0.841
O 1.094 -3.656 -0.968
H 2.047 -0.473 -2.164
H 2.058 -1.291 -3.461
O 2.065 -0.385 -3.146
*
```

Properties
**Lowest unoccupied orbital energy**: 3.7 eV
**Highest occupied orbital energy**: -5.3 eV
**Frontier orbital gap**: 0.332 hartree

Electronic structure analysis, Löwdin charges in units of e: number 1, C, carries -0.1514; number 2, N, carries -0.1298; number 3, C, carries -0.2345; number 4, C, carries -0.2481; number 5, O, carries -0.1341; number 6, H, carries 0.0683; number 7, H, carries 0.0563; number 8, H, carries 0.0696; number 9, H, carries 0.0781; number 10, H, carries 0.0978; number 11, H, carries 0.0924; number 12, H, carries 0.1049; number 13, H, carries 0.1022; number 14, H, carries 0.0185; number 15, H, carries -0.0159; number 16, O, carries -0.3590; number 17, H, carries -0.0170; number 18, H, carries -0.0475; number 19, O, carries -0.2129; number 20, H, carries -0.0229; number 21, H, carries 0.0096; number 22, O, carries -0.1246

Short version: a is the least stable of them.

## a
A molecular structure, C3H14NO4, computed with ωB97M-V with the def2-TZVPD basis set.

```
! RIJCOSX wB97M-V def2-TZVPD def2/J DEFGRID3
* xyz -1 1
C -1.145 -0.982 -1.686
N -0.066 -1.580 -0.887
C -0.527 -1.999 0.462
C -0.069 -0.884 1.456
O -0.736 0.345 1.433
H -1.845 -1.738 -2.066
H -0.709 -0.446 -2.513
H -1.868 -0.389 -1.091
H 0.666 -0.883 -0.849
H -0.129 -2.999 0.695
H -1.655 -1.976 0.436
H 1.010 -0.760 1.193
H -0.128 -1.329 2.476
H 0.455 2.639 1.590
H 0.255 2.322 -0.399
O 0.837 2.371 0.756
H 2.161 1.572 0.595
H 3.126 0.680 -0.326
O 2.717 0.683 0.544
H -0.495 0.846 0.633
H -1.394 2.354 -1.187
O -0.462 2.151 -1.264
*
```

Properties
**Lowest unoccupied orbital energy**: 3.9 eV
**Highest occupied orbital energy**: -4.8 eV
**Frontier orbital gap**: 0.321 hartree

Electronic structure analysis, Löwdin charges in units of e: number 1, C, carries -0.1752; number 2, N, carries -0.1254; number 3, C, carries -0.2127; number 4, C, carries -0.2922; number 5, O, carries -0.0874; number 6, H, carries 0.0553; number 7, H, carries 0.0630; number 8, H, carries 0.0657; number 9, H, carries 0.0748; number 10, H, carries 0.0930; number 11, H, carries 0.1116; number 12, H, carries 0.0946; number 13, H, carries 0.1069; number 14, H, carries -0.0097; number 15, H, carries -0.0379; number 16, O, carries -0.3261; number 17, H, carries 0.0065; number 18, H, carries -0.0017; number 19, O, carries -0.1679; number 20, H, carries 0.0405; number 21, H, carries -0.0261; number 22, O, carries -0.2496

## b
4 unconnected molecules or ions with the total composition C3H14NO4, computed with ωB97M-V with the def2-TZVPD basis set.

```
! RIJCOSX wB97M-V def2-TZVPD def2/J DEFGRID3
* xyz -1 1
C 1.588 -1.966 0.036
C 1.202 -0.564 0.516
C -0.424 -0.420 0.523
O -0.808 0.862 0.422
N 1.400 -2.206 -1.414
H 0.999 -2.680 0.623
H 2.663 -2.130 0.197
H 1.478 -0.420 1.558
H 1.586 0.145 -0.218
H -0.635 -0.952 1.476
H -0.758 -0.980 -0.397
H 2.110 -1.684 -1.885
H 0.450 -1.924 -1.595
H -2.890 0.391 -0.042
H -3.460 -0.203 1.194
O -3.696 -0.095 0.239
H -0.170 2.818 -1.579
H -0.270 1.379 -1.217
O 0.084 1.956 -1.938
H -0.686 3.402 1.418
H 0.019 2.159 0.908
O 0.218 3.113 1.174
*
```

Properties
**Lowest unoccupied orbital energy**: 3.9 eV
**Highest occupied orbital energy**: -4.3 eV
**Frontier orbital gap**: 0.302 hartree

Electronic structure analysis, Löwdin charges in units of e: number 1, C, carries -0.3236; number 2, C, carries -0.1814; number 3, C, carries -0.4272; number 4, O, carries -0.3418; number 5, N, carries -0.0137; number 6, H, carries 0.0952; number 7, H, carries 0.0919; number 8, H, carries 0.0926; number 9, H, carries 0.0955; number 10, H, carries 0.0937; number 11, H, carries 0.0925; number 12, H, carries 0.0453; number 13, H, carries 0.0352; number 14, H, carries 0.0081; number 15, H, carries 0.0408; number 16, O, carries -0.1182; number 17, H, carries 0.0134; number 18, H, carries -0.0129; number 19, O, carries -0.1223; number 20, H, carries 0.0188; number 21, H, carries -0.0244; number 22, O, carries -0.1574

Short version: a is the least stable of them.

## a
A single C4H8ClN molecule, computed with ωB97M-V with the def2-TZVPD basis set.

```
! RIJCOSX wB97M-V def2-TZVPD def2/J DEFGRID3
* xyz 0 1
C 0.592 0.709 -1.132
C -0.165 1.250 0.000
C 1.706 -0.345 -0.625
C -1.049 0.328 0.747
N 1.206 -1.477 -0.058
Cl 2.989 0.342 0.332
H -0.033 0.128 -1.810
H 1.126 1.472 -1.691
H 0.295 2.048 0.564
H -1.452 0.799 1.641
H -0.474 -0.570 1.049
H -1.871 -0.039 0.130
H 0.580 -2.043 -0.605
H 1.567 -1.863 0.801
*
```

Properties
**Lowest unoccupied orbital energy (spin up / spin down)**: 0.7 / 0.6 eV
**Highest occupied orbital energy (spin up / spin down)**: -7.5 / -7.0 eV
**Frontier orbital gap (spin up / spin down)**: 0.303 / 0.280 hartree

Electronic structure analysis, Löwdin charges in units of e: number 1, C, carries -0.2662; number 2, C, carries -0.1682; number 3, C, carries -0.6932; number 4, C, carries -0.1322; number 5, N, carries -0.0139; number 6, Cl, carries 0.6066; number 7, H, carries 0.0986; number 8, H, carries 0.0918; number 9, H, carries 0.0851; number 10, H, carries 0.0687; number 11, H, carries 0.0596; number 12, H, carries 0.0743; number 13, H, carries 0.1032; number 14, H, carries 0.0859

## b
A single C4H8ClN molecule, computed with ωB97M-V with the def2-TZVPD basis set.

```
! RIJCOSX wB97M-V def2-TZVPD def2/J DEFGRID3
* xyz 0 1
C -1.262 1.599 0.137
C -0.439 0.453 -0.557
Cl -1.297 -1.070 0.160
C 0.994 0.616 -0.268
C 1.774 -0.753 -0.424
N 1.939 0.331 0.766
H -2.380 1.755 -0.294
H -0.702 2.518 -0.270
H -1.043 1.371 1.274
H -0.580 0.086 -1.639
H 1.242 1.419 -0.901
H 1.334 -1.844 -0.193
H 2.615 -0.846 -1.250
H 1.584 -0.076 1.866
*
```

Properties
**SMILES**: C[C@H](Cl)[C@@H]1CN1
**Lowest unoccupied orbital energy**: 0.9 eV
**Highest occupied orbital energy**: -9.6 eV
**Frontier orbital gap**: 0.385 hartree

Electronic structure analysis, Löwdin charges in units of e: number 1, C, carries -0.1643; number 2, C, carries -0.6562; number 3, Cl, carries 0.4817; number 4, C, carries -0.4744; number 5, C, carries -0.1191; number 6, N, carries -0.0096; number 7, H, carries 0.1168; number 8, H, carries 0.0788; number 9, H, carries 0.1040; number 10, H, carries 0.1195; number 11, H, carries 0.1174; number 12, H, carries 0.1033; number 13, H, carries 0.1069; number 14, H, carries 0.1954

## c
A single C4H8ClN molecule, computed with ωB97M-V with the def2-TZVPD basis set.

```
! RIJCOSX wB97M-V def2-TZVPD def2/J DEFGRID3
* xyz 0 1
C -0.066 -1.312 1.110
C -0.672 -0.690 -0.250
C 0.292 -0.234 -1.304
C -0.226 0.926 -0.499
N 0.583 1.734 0.377
Cl -1.404 1.895 -1.194
H -0.117 -2.425 1.085
H -0.497 -0.825 1.918
H 0.896 -0.957 1.090
H -1.685 -0.904 -0.554
H 1.277 -0.488 -1.216
H -0.190 -0.208 -2.328
H 1.561 1.563 0.437
H 0.247 1.926 1.329
*
```

Properties
**SMILES**: C[C@@H]1C[C@@]1(N)Cl
**Lowest unoccupied orbital energy**: 1.0 eV
**Highest occupied orbital energy**: -8.5 eV
**Frontier orbital gap**: 0.348 hartree

Electronic structure analysis, Löwdin charges in units of e: number 1, C, carries -0.0406; number 2, C, carries -0.2036; number 3, C, carries -0.1501; number 4, C, carries -0.9156; number 5, N, carries 0.0114; number 6, Cl, carries 0.7061; number 7, H, carries 0.0874; number 8, H, carries 0.0394; number 9, H, carries 0.0211; number 10, H, carries 0.1017; number 11, H, carries 0.0731; number 12, H, carries 0.1190; number 13, H, carries 0.0627; number 14, H, carries 0.0882

Short version: b is the least stable of them.

## a
A molecular structure, C4H8ClN, computed with ωB97M-V with the def2-TZVPD basis set.

```
! RIJCOSX wB97M-V def2-TZVPD def2/J DEFGRID3
* xyz 0 1
C 1.821 -0.090 -0.442
C -0.422 1.046 0.101
C -1.522 0.114 0.590
C -0.470 -0.985 0.285
H 1.534 -0.183 -1.532
H 2.577 0.703 -0.340
H 2.339 -1.011 -0.146
H -0.333 2.037 0.596
H -0.527 1.214 -1.022
H -1.723 0.304 1.614
H -0.411 -1.882 0.883
H -0.452 -1.264 -0.758
N 0.677 0.057 0.444
Cl -3.088 -0.059 -0.274
*
```

Properties
**Lowest unoccupied orbital energy**: 1.1 eV
**Highest occupied orbital energy**: -9.1 eV
**Frontier orbital gap**: 0.376 hartree

Electronic structure analysis, Löwdin charges in units of e: number 1, C, carries -0.1262; number 2, C, carries -0.2121; number 3, C, carries -0.6499; number 4, C, carries -0.1640; number 5, H, carries 0.0895; number 6, H, carries 0.0784; number 7, H, carries 0.0785; number 8, H, carries 0.1134; number 9, H, carries 0.1267; number 10, H, carries 0.0828; number 11, H, carries 0.1026; number 12, H, carries 0.0948; number 13, N, carries -0.1774; number 14, Cl, carries 0.5630

## b
2 unconnected molecules or ions with the total composition C4H8ClN, computed with ωB97M-V with the def2-TZVPD basis set.

```
! RIJCOSX wB97M-V def2-TZVPD def2/J DEFGRID3
* xyz 0 1
C 1.768 -1.061 0.548
C 1.193 0.186 0.587
C -1.383 -1.299 -1.475
C -0.725 1.670 0.614
N -0.085 0.349 0.488
Cl 2.413 1.446 0.464
H 2.857 -1.221 0.579
H 0.975 -1.867 0.643
H -1.220 -2.042 -0.854
H -2.349 -1.312 -2.071
H -0.551 -0.602 -1.598
H -0.652 1.946 1.724
H -0.422 2.268 -0.144
H -1.817 1.539 0.496
*
```

Properties
**Lowest unoccupied orbital energy (spin up / spin down)**: 0.4 / -1.1 eV
**Highest occupied orbital energy (spin up / spin down)**: -9.0 / -8.4 eV
**Frontier orbital gap (spin up / spin down)**: 0.347 / 0.269 hartree

Electronic structure analysis, Löwdin charges in units of e: number 1, C, carries 0.0129; number 2, C, carries -0.8555; number 3, C, carries 0.0846; number 4, C, carries -0.1112; number 5, N, carries -0.0377; number 6, Cl, carries 0.6261; number 7, H, carries 0.0624; number 8, H, carries 0.0897; number 9, H, carries -0.0934; number 10, H, carries 0.0199; number 11, H, carries -0.0175; number 12, H, carries 0.1174; number 13, H, carries 0.0283; number 14, H, carries 0.0740

Short version: b is the least stable of them.